[1]
Below is a 2-piece molecular cluster, C4H12S2 overall in a non-equilibrium geometry, with properties calculated with wB97M-V/def2-TZVPD.

```
! wB97M-V def2-TZVPD RIJCOSX def2/J DEFGRID3
* xyz 1 2
C 1.84084 -1.75183 -1.51160
S 1.81236 -0.11984 -0.76762
C 2.46257 -0.48084 0.87877
H 1.62019 -1.66460 -2.57955
H 2.88650 -2.04146 -1.40098
H 1.28732 -2.60888 -1.07208
H 1.72163 -0.95377 1.51782
H 2.54430 0.51164 1.37391
H 3.42258 -0.97991 0.86595
C -2.44564 1.39594 1.72769
S -2.03446 1.05883 -0.01037
C -1.49336 -0.68702 0.17241
H -2.51518 2.46689 1.90373
H -3.37853 0.91839 2.03294
H -1.66178 0.89484 2.30209
H -2.44820 -1.18894 0.40297
H -0.86078 -0.87705 1.04694
H -0.95956 -0.98480 -0.71951
*
```

Properties
E_tot: -26004.15543 eV
Energy above the lowest of the compared OMol25 structures with the same formula, charge and spin: 0.171 eV
Gap between HOMO and LUMO (spin up / spin down): 10.1 / 3.8 eV



[2]
Below is C4HBiLiO2 as an isolated structure in a non-equilibrium geometry, with properties calculated with wB97M-V/def2-TZVPD.

```
! wB97M-V def2-TZVPD RIJCOSX def2/J DEFGRID3
* xyz 2 2
C 1.23234 0.22761 0.03200
C 2.48931 0.52070 -0.03427
O 3.60481 0.88181 -0.17192
O -1.69925 0.23145 -0.24395
C -0.96143 -0.91954 -0.28559
C 0.36416 -0.89064 -0.04081
H -1.20017 -1.86426 0.34451
Bi -0.36411 1.69028 0.10219
Li -3.46566 0.12259 0.29784
*
```

Properties
E_tot: -14281.03847 eV
Gap between HOMO and LUMO (spin up / spin down): 6.3 / 6.5 eV



[3]
Below is a 5-piece molecular cluster, C31H53ClN4O13PSi overall in a non-equilibrium geometry, with properties calculated with wB97M-V/def2-TZVPD.

```
! wB97M-V def2-TZVPD RIJCOSX def2/J DEFGRID3
* xyz 1 1
C -2.72286 -1.81773 1.54422
Si -0.90757 -2.15901 1.12105
C -0.09439 -0.48102 0.89256
C -0.14020 -2.97427 2.64319
C -0.86804 -3.29562 -0.45587
C -0.17625 -2.69087 -1.68488
C 1.14985 -3.34043 -2.08958
C 2.42098 -2.53878 -1.72365
C 2.65609 -2.42013 -0.20496
C 4.05521 -2.95008 0.16776
C 4.28819 -2.87439 1.68412
N 3.99439 -1.54139 2.20345
C 3.12810 -1.29704 3.21522
C 3.09955 0.05550 3.37696
C 3.97592 0.63106 2.44991
C 4.52581 -0.39404 1.72898
N 1.29925 -4.76220 -1.67637
C 0.75804 -5.12004 -0.49584
N 1.48330 -5.97437 0.27447
P 0.90666 -6.62987 1.78649
O 1.34354 -8.17317 1.62635
Cl 2.28264 -6.01518 3.18050
N -0.46318 -4.72712 -0.18719
H -3.34033 -2.71355 1.48742
H -2.72146 -1.39198 2.54441
H -3.06051 -1.05549 0.83991
H -0.25213 -0.00030 -0.07231
H -0.55403 0.17521 1.63831
H 0.95604 -0.55198 1.17322
H 0.64827 -3.67070 2.35024
H -0.92667 -3.44320 3.23777
H 0.33721 -2.23727 3.28658
H -1.92897 -3.35297 -0.70538
H -0.02003 -1.61742 -1.62737
H -0.84484 -2.82862 -2.53482
H 1.14602 -3.34080 -3.17611
H 2.27464 -1.55090 -2.15266
H 3.27212 -2.95934 -2.26663
H 1.93413 -2.96084 0.41518
H 2.69230 -1.36184 0.03204
H 4.18137 -3.98734 -0.16006
H 4.82652 -2.34571 -0.31164
H 5.31176 -3.14494 1.94914
H 3.61515 -3.57369 2.18010
H 2.58613 -2.03912 3.76987
H 2.49934 0.58202 4.10023
H 4.21122 1.66535 2.26787
H 5.23426 -0.37748 0.92065
H 2.29442 -4.95520 -1.65089
H 2.39625 -6.26741 -0.05268
H 0.83676 -8.60555 0.92384
H -0.75238 -4.95802 0.75703
C -1.36523 -0.11059 7.83102
C -2.06350 -0.16560 6.49478
C -1.22483 -0.73188 5.37342
O -1.76626 -0.06692 4.22246
C -2.29144 1.11570 4.65123
O -2.64657 1.98737 3.92875
O -2.34809 1.15529 6.00086
H -1.00433 -1.09711 8.12260
H -0.52479 0.58381 7.79937
H -2.04623 0.24941 8.60139
H -3.01238 -0.70118 6.58577
H -1.32622 -1.81080 5.27537
H -0.16513 -0.47561 5.45787
C 0.63282 3.24479 -3.39640
C 1.28357 2.14819 -4.20343
C 0.63229 1.87469 -5.53859
O 0.92766 0.47192 -5.72731
C 1.07601 -0.07727 -4.51518
O 1.13768 -1.25291 -4.30137
O 1.14435 0.86738 -3.54838
H 0.59055 4.17282 -3.96297
H -0.37870 2.96070 -3.10403
H 1.19218 3.42356 -2.47683
H 2.35225 2.34956 -4.32032
H 1.04774 2.46154 -6.34145
H -0.44943 2.00318 -5.52446
C -5.50944 2.41205 3.13217
C -6.69349 2.09379 2.25272
C -6.93139 3.08789 1.14136
O -8.34607 2.99370 0.94469
C -8.89460 2.58635 2.12042
O -10.05560 2.58771 2.35836
O -7.92668 2.18041 2.98454
H -4.59789 2.50677 2.54611
H -5.67493 3.33688 3.68586
H -5.36268 1.62432 3.87003
H -6.60859 1.07617 1.85887
H -6.40167 2.83366 0.22578
H -6.68534 4.11360 1.42685
C 3.57087 7.01228 -7.71096
C 2.09560 6.85378 -7.43873
C 1.67390 7.22575 -6.03780
O 0.52914 6.38275 -5.83328
C 0.68069 5.29826 -6.62588
O 0.00715 4.31581 -6.55839
O 1.69766 5.46916 -7.49734
H 3.89691 8.03110 -7.50276
H 4.15318 6.31842 -7.10324
H 3.79230 6.78506 -8.75332
H 1.51315 7.40060 -8.18422
H 1.39960 8.27311 -5.94117
H 2.42664 6.97985 -5.28497
*
```

Properties
E_tot: -95271.95355 eV
Gap between HOMO and LUMO: 8.0 eV



[4]
Below is C13H11BF10GaN3O4S4SeSi as an isolated structure, with properties calculated with wB97M-V/def2-TZVPD.

```
! wB97M-V def2-TZVPD RIJCOSX def2/J DEFGRID3
* xyz -2 1
Ga 0.43999 -0.10126 0.03298
F 4.24912 1.17848 -4.24763
C 3.73059 0.48570 -3.22535
F 2.46922 0.18881 -3.52623
F 4.42365 -0.65102 -3.10319
S 3.84029 1.45518 -1.65740
O 3.39751 0.56502 -0.62521
O 5.19081 1.92895 -1.64150
N 2.85918 2.64233 -1.99051
S 1.38811 2.81960 -1.51106
O 0.73715 1.61442 -1.00168
O 0.63938 3.58594 -2.44772
C 1.54888 3.87574 -0.00323
F 0.41242 3.89982 0.66247
F 2.52208 3.41590 0.78230
F 1.86795 5.12268 -0.37255
S -1.69547 -0.54622 -0.51418
C -1.39139 -1.87628 -1.60756
C -2.49681 -2.43039 -2.25833
C -2.37474 -3.49481 -3.13848
C -3.54441 -4.03446 -3.77095
N -4.48290 -4.46985 -4.27411
C -1.10372 -4.03230 -3.39505
C 0.00233 -3.48626 -2.76076
C -0.10980 -2.42309 -1.86525
S 1.35070 -1.84319 -1.10006
C -0.93136 -5.13482 -4.29635
N -0.78729 -6.02607 -5.00979
H -3.47677 -2.01427 -2.06487
H 0.98268 -3.89704 -2.96299
F -2.76201 3.19056 -0.04270
B -2.79067 2.56026 1.20116
F -3.97609 1.82496 1.36325
F -2.67327 3.50782 2.23973
F -1.68667 1.65320 1.29782
C 0.69170 -0.80134 5.05906
Si -0.16711 0.13256 3.66235
C -1.66088 -0.85823 3.14792
C -0.63127 1.81684 4.31408
Se 1.48073 0.33470 2.08463
H 0.03305 -0.87730 5.93009
H 1.60560 -0.28689 5.36585
H 0.96483 -1.80931 4.74045
H -2.26664 -1.06521 4.03667
H -1.37431 -1.81159 2.69884
H -2.26889 -0.30472 2.43380
H -1.29972 1.71766 5.17602
H -1.13967 2.40354 3.54934
H 0.26393 2.35523 4.63585
*
```

Properties
E_tot: -223126.26881 eV
Energy above the lowest of the compared OMol25 structures with the same formula, charge and spin: 0.000 eV
Gap between HOMO and LUMO: 7.7 eV